(1)
Here is a molecular structure, C42H53AsBrLaN6O2S2Si3 from the OMol25 dataset. Energies are from the ωB97M-V functional and the def2-TZVPD basis.

XYZ file:
```
111
Properties=species:S:1:pos:R:3:forces:R:3
La 1.00516 0.68815 0.24675 -0.1 1.3 -0.1
C 2.07973 -2.98450 -2.77617 0.6 -0.9 0.9
C 1.47333 -1.74609 -2.26125 -1.6 0.3 1.3
N 1.04094 -1.61533 -1.02063 0.4 0.3 -2.1
N 1.16789 -2.68333 -0.22946 0.7 0.0 1.6
C 1.05779 -2.31888 1.06869 -0.1 -1.9 -1.6
O 0.68574 -1.18944 1.47952 -0.1 0.3 0.8
C 1.38526 -3.39457 2.02310 -0.2 -0.5 0.1
C 2.07762 -4.49854 1.57672 1.2 -0.8 1.1
C 2.58702 -5.45018 2.46984 -0.9 0.9 -0.7
C 2.33008 -5.30358 3.80690 -0.1 -0.4 1.0
C 1.54530 -4.27364 4.29856 -0.2 0.4 -3.4
C 1.04869 -3.35849 3.36148 -0.6 1.8 1.5
C 1.12973 -0.60440 -3.14152 1.0 -0.4 1.4
C 1.30525 -0.63217 -4.50271 -0.5 1.2 -0.7
C 1.03570 0.51929 -5.24848 0.6 1.7 1.8
C 0.69290 1.68317 -4.52212 0.2 -1.0 1.0
C 0.57047 1.62286 -3.09830 -0.6 -0.1 -2.1
N 0.77992 0.50086 -2.45430 -0.3 0.2 0.2
H 2.45726 -2.92087 -3.79610 -0.2 -0.2 0.2
H 1.42077 -3.83669 -2.58191 -0.4 0.1 -0.6
H 2.87453 -3.30638 -2.08029 0.2 0.6 -0.3
H 2.38133 -4.55434 0.57699 0.1 -0.1 -1.4
H 3.13072 -6.30257 2.11920 0.3 -0.2 -0.2
H 2.72201 -6.04172 4.47774 0.2 -0.3 0.4
H 1.22231 -4.16386 5.26754 -0.3 0.0 2.2
H 0.42841 -2.49067 3.71833 0.6 -0.9 -0.3
H 1.70835 -1.46316 -5.01427 0.1 -0.9 -0.2
H 1.32485 0.62780 -6.28434 -0.4 -0.3 -0.2
H 0.61750 2.64583 -4.96572 -0.3 0.5 -0.6
H 0.17453 2.46073 -2.51257 0.6 -0.1 -0.3
O -0.04200 7.55846 1.44800 -0.6 -0.6 0.1
C -0.05605 6.28919 0.94135 -1.6 1.1 0.7
C -1.02514 5.34891 1.30037 1.1 -0.2 -0.6
C -0.91561 4.08175 0.77886 -0.4 -1.8 -0.2
N 0.02088 3.68172 -0.15637 0.1 1.1 1.5
C 0.91423 4.63440 -0.40549 -0.1 -1.0 -0.6
Br 2.46060 4.04421 -1.42121 -0.6 0.4 0.2
C 0.87416 5.94626 0.02772 2.2 -0.6 -0.7
H -0.84641 7.68768 1.98990 0.6 -0.1 -0.3
H -1.72307 5.60354 2.05003 -0.8 -0.1 0.7
H -1.50910 3.22315 1.20240 0.4 1.2 -0.8
H 1.72185 6.57892 -0.18463 -0.1 0.3 -0.1
S 4.71744 3.88436 2.63789 0.9 -0.1 -0.2
C 3.35291 3.76285 3.65248 0.3 0.4 0.7
C 2.46442 2.96982 3.06202 -1.7 -1.1 -1.0
N 2.81205 2.41499 1.80369 -1.0 0.5 2.0
C 4.01307 2.79703 1.52257 -0.4 0.1 0.3
H 3.24664 4.17990 4.66412 0.3 0.0 -0.8
H 1.50244 2.73655 3.51032 0.1 -0.2 -0.3
H 4.45107 2.34884 0.67092 1.0 0.1 -0.8
C 6.13728 -2.80726 1.59248 -0.6 0.2 1.2
C 5.02057 -2.26850 2.26663 -0.9 0.7 -1.1
C 4.20770 -1.33185 1.62641 1.1 0.3 1.5
C 4.48731 -0.77354 0.35679 -0.9 -1.6 0.3
C 3.49475 0.07776 -0.23722 1.0 0.8 -1.1
C 3.86550 0.51508 -1.52518 0.5 -0.6 1.9
C 5.01541 -0.01176 -2.16920 -0.6 1.0 -2.4
C 5.86030 -0.91191 -1.61104 -0.3 -0.1 0.0
C 5.62211 -1.33233 -0.29030 -0.6 1.0 0.3
C 6.41597 -2.26480 0.39300 1.9 -0.9 -2.1
H 6.73537 -3.58357 2.07845 -0.1 0.3 -0.4
H 4.76574 -2.59958 3.24594 -0.2 -0.2 0.6
H 3.45165 -0.80533 2.20342 -0.3 -0.5 0.0
H 3.32597 1.33609 -1.96100 -0.3 0.0 -0.7
H 5.12843 0.26025 -3.26525 0.2 -0.2 1.4
H 6.62101 -1.36453 -2.20922 0.6 -0.2 -0.2
H 7.28884 -2.61832 -0.19756 -0.5 0.1 0.6
C -3.87058 1.99798 2.49824 0.4 -0.8 -1.0
Si -4.48586 1.31583 0.81157 0.8 1.0 1.1
C -4.72751 2.89157 -0.14384 0.3 1.2 0.0
C -6.19058 0.65623 1.20826 -0.5 0.5 -1.5
As -2.88278 0.03191 -0.33781 0.6 0.8 0.2
Si -3.46142 0.27045 -2.56422 -0.4 -1.3 0.2
C -2.70266 -1.22209 -3.42788 0.4 0.3 -0.3
C -5.29550 0.23170 -2.97438 -0.8 -1.9 -0.1
C -2.68658 1.74758 -3.29687 -0.5 1.5 -1.9
Si -3.23970 -2.14322 0.31877 0.8 -0.3 1.2
C -2.77242 -1.98884 2.15269 -1.9 -0.7 0.6
C -2.09915 -3.42502 -0.38505 -0.8 -0.7 -1.1
C -4.96943 -2.71462 0.00207 -2.1 1.1 -0.6
H -4.45677 2.87859 2.65646 -0.6 0.5 0.3
H -2.82531 2.27472 2.66557 -0.2 -0.4 -0.2
H -4.16487 1.22832 3.18595 0.1 -0.2 0.9
H -5.05637 3.66905 0.58366 0.0 -0.5 -0.4
H -5.49200 2.80691 -0.89669 -0.3 0.0 -0.5
H -3.82865 3.34201 -0.60597 -0.2 -0.5 0.1
H -6.84171 1.48269 1.55591 0.3 -0.2 -0.5
H -6.21536 -0.03243 2.00386 0.2 -1.2 1.0
H -6.62229 0.16194 0.30498 0.0 0.5 0.7
H -3.24806 -2.13749 -3.22033 -0.3 -0.1 -0.3
H -1.66994 -1.43786 -3.13457 0.0 0.3 0.1
H -2.66771 -0.98154 -4.51013 -0.2 -0.4 0.4
H -5.84130 1.12796 -3.21245 0.1 0.5 -0.4
H -5.98924 -0.34479 -2.34173 0.5 0.5 0.9
H -5.39293 -0.53174 -3.77272 0.3 0.9 -0.6
H -1.79685 2.12438 -2.82861 0.1 0.1 0.5
H -3.44714 2.57447 -3.36204 0.8 -0.6 0.1
H -2.36914 1.53720 -4.36154 -0.5 0.1 0.9
H -1.80742 -1.54036 2.32220 0.3 0.5 0.0
H -2.72956 -2.98141 2.67186 -0.2 0.6 -0.5
H -3.61142 -1.41453 2.66989 1.2 -0.4 -0.4
H -1.11209 -3.44205 0.04551 0.2 -0.1 0.3
H -1.97703 -3.40227 -1.48629 -0.1 0.0 0.5
H -2.67529 -4.36234 -0.16345 0.8 0.5 0.0
H -5.60581 -2.99928 0.85467 0.5 0.2 0.1
H -5.02833 -3.57351 -0.65967 0.2 -0.1 -0.3
H -5.55242 -1.87060 -0.51075 0.7 -1.1 0.6
S -0.77263 0.56524 4.76182 -0.4 -0.6 1.5
C -0.66858 1.13612 3.29438 0.5 0.0 0.1
N -0.48896 1.58942 2.23538 0.4 0.3 -1.8
```
Forces are in eV/Å.

ΔE to the lowest compared entry with this formula, charge and spin = 0.634 eV
LUMO = -0.5 eV
Electronic energy = -8617.6459 Ha
Kohn-Sham gap = 6.8 eV

---

(2)
Here is a molecular structure, C42H53AsCdN2O7PSi4 from the OMol25 dataset. Energies are from the ωB97M-V functional and the def2-TZVPD basis.

XYZ file:
```
111
Properties=species:S:1:pos:R:3:forces:R:3
Cd 0.89781 -0.37255 -0.91026 0.2 -0.2 0.1
O 1.73263 0.05802 -3.55179 -1.4 0.0 -0.3
C 0.49265 -0.11259 -3.40575 1.0 -0.1 0.7
O -0.26091 0.59929 -2.63352 0.5 -0.6 -0.6
C -0.09600 -1.41799 -3.92706 -0.3 0.5 -0.8
C -0.40670 -1.56046 -5.26764 0.0 -0.3 1.3
C -0.98505 -2.78593 -5.69279 0.8 0.2 1.2
C -1.16548 -3.86167 -4.81450 -0.2 0.8 -1.4
C -0.79431 -3.68680 -3.51033 -0.1 -0.5 0.3
C -0.29082 -2.47523 -2.96436 0.7 0.4 1.5
O -0.00505 -2.33767 -1.70075 -0.4 0.2 -1.6
N -0.98402 -4.87804 -2.70528 0.1 -0.7 0.8
O -1.86181 -5.66340 -3.07846 0.5 0.3 0.5
O -0.25672 -5.07532 -1.73749 -0.6 0.1 -0.7
N -1.28297 -2.92952 -7.05454 -0.6 0.4 -1.1
O -1.06667 -1.92704 -7.77193 -0.5 -1.9 0.2
O -1.77786 -4.00516 -7.42174 0.5 1.2 -0.5
H -0.20487 -0.71892 -5.93688 -0.2 -0.6 0.1
H -1.59673 -4.80559 -5.17348 0.4 0.6 0.3
C -3.00443 1.27851 0.88028 0.1 0.5 -0.3
C -3.71019 1.17670 2.23866 0.7 -0.1 1.1
As -5.29449 2.33021 2.79145 1.2 -0.5 -0.6
C -6.20472 1.75692 1.16462 -0.5 0.5 -0.1
C -6.79298 0.49416 1.22729 -0.1 0.1 -1.1
C -7.29813 -0.09948 0.04825 0.1 0.0 0.6
C -7.28353 0.58958 -1.16508 0.3 0.7 0.6
C -6.78052 1.91366 -1.16927 -0.3 -0.2 -0.5
C -6.24078 2.49326 -0.02362 0.2 0.0 -0.3
C -4.57414 4.09448 2.29898 0.1 0.0 0.2
C -5.48428 5.08758 1.93205 0.4 0.1 -0.1
C -5.02551 6.33916 1.54428 0.4 0.6 -0.3
C -3.64356 6.66247 1.57528 -0.9 -0.1 -0.3
C -2.76140 5.70055 2.03650 0.2 -0.4 0.5
C -3.21656 4.42386 2.41117 -0.4 0.3 -0.1
P -1.29009 0.45101 0.78061 -0.8 0.1 -0.1
C -0.47479 1.48403 2.04629 -0.1 -0.2 0.1
C 0.13225 2.66746 1.58304 -0.1 -0.3 0.1
C 0.68402 3.55757 2.49571 0.2 0.8 0.0
C 0.61563 3.30035 3.86827 -0.2 -0.8 -0.2
C 0.02606 2.09418 4.31012 0.0 0.5 0.4
C -0.53918 1.18732 3.41517 0.5 0.6 -0.2
C -1.65129 -1.19954 1.49141 -0.5 -0.2 0.1
C -0.71851 -1.87025 2.28947 -1.1 -0.3 -0.2
C -1.02154 -3.15532 2.76886 0.1 -0.1 0.1
C -2.19666 -3.83126 2.39609 0.0 0.8 0.0
C -3.10376 -3.14732 1.55244 -0.1 -0.4 0.1
C -2.86806 -1.84743 1.12551 1.5 -0.1 0.2
H -2.79289 2.32718 0.62618 0.0 -0.1 0.1
H -3.60821 0.93443 0.04189 -0.1 -0.2 0.1
H -2.95196 1.35747 3.02913 -0.4 -0.1 -0.3
H -4.06229 0.15150 2.42901 0.0 0.3 -0.1
H -6.82842 -0.03393 2.17647 0.0 -0.1 -0.1
H -7.70568 -1.11373 0.12362 0.1 0.4 -0.2
H -7.66572 0.11896 -2.07194 0.1 0.2 0.3
H -6.82266 2.52893 -2.08157 0.1 -0.5 0.4
H -5.79828 3.51014 -0.09599 -0.4 -0.9 0.2
H -6.54943 4.86463 1.94261 0.1 0.1 -0.2
H -5.75509 7.07000 1.17440 0.4 -0.2 0.2
H -3.27453 7.63642 1.20998 -0.3 -0.6 0.4
H -1.70097 5.92773 2.15537 -0.2 -0.1 -0.2
H -2.51055 3.70512 2.82330 0.0 0.0 -0.2
H 0.15392 2.91400 0.51006 0.0 -0.3 0.5
H 1.15626 4.49097 2.11739 -0.4 -0.8 0.4
H 1.03422 4.01163 4.57970 -0.1 -0.2 -0.1
H -0.02748 1.87799 5.38522 0.1 0.1 -0.5
H -1.01453 0.26637 3.76987 0.2 0.4 -0.1
H 0.19583 -1.36233 2.57683 0.1 -0.2 0.0
H -0.29992 -3.58262 3.47559 -0.4 -0.2 -0.4
H -2.43130 -4.83423 2.79614 0.2 0.7 -0.4
H -4.02719 -3.62329 1.20018 0.4 0.0 0.3
H -3.54997 -1.36933 0.43013 -0.1 0.0 0.2
C 4.55038 1.73977 -2.70794 -0.3 0.3 -0.1
Si 4.55680 1.38878 -0.88257 -0.2 -0.9 0.3
C 6.32696 1.23724 -0.24520 0.1 0.2 0.0
C 3.65915 2.76801 0.01434 -0.3 0.2 0.1
Si 3.40064 -0.67367 -0.48965 0.2 0.6 0.7
Si 4.30314 -2.42281 -1.75132 -0.3 -0.6 -0.3
C 3.20241 -3.95202 -1.49697 0.2 0.6 -0.2
C 6.03871 -2.86349 -1.15809 0.2 0.2 -0.2
C 4.43658 -2.08424 -3.59301 -1.6 0.1 -0.2
Si 3.79377 -1.29682 1.78352 -0.2 -0.1 -0.4
C 2.92656 -2.96931 2.02875 -0.3 0.2 0.0
C 3.12613 0.02785 2.92925 -0.2 0.4 0.1
C 5.59281 -1.51247 2.27968 0.3 -0.2 -0.3
H 4.93657 2.74913 -2.92715 -0.1 -0.3 -0.1
H 3.50334 1.63532 -3.03994 0.3 0.2 -0.1
H 5.12403 0.99256 -3.25496 0.1 0.0 -0.1
H 6.93060 2.13634 -0.43228 -0.1 -0.1 0.0
H 6.81181 0.39119 -0.73116 0.1 0.0 -0.1
H 6.35221 1.02495 0.82301 0.0 0.1 0.1
H 4.24942 3.68696 -0.00142 0.0 0.1 0.1
H 3.42463 2.51429 1.05864 0.1 0.1 -0.3
H 2.71102 2.98769 -0.49884 0.2 -0.1 0.1
H 3.56679 -4.54272 -0.66399 0.0 -0.3 0.1
H 3.15247 -4.53559 -2.41425 0.2 -0.3 0.0
H 2.18309 -3.65891 -1.29172 -0.4 0.1 0.2
H 5.97512 -3.33786 -0.19564 0.0 -0.3 0.6
H 6.64370 -1.96852 -1.01748 0.1 0.1 -0.1
H 6.58508 -3.55365 -1.81262 -0.2 0.1 -0.1
H 3.55752 -1.48531 -3.93415 0.5 -0.4 0.2
H 4.45602 -3.01435 -4.18108 0.1 0.2 0.2
H 5.30939 -1.51495 -3.80901 0.9 0.5 -0.3
H 1.98810 -2.96238 1.45728 0.1 0.0 0.1
H 2.67799 -3.23689 3.07021 0.3 0.1 -0.3
H 3.54355 -3.74927 1.57179 0.0 0.0 0.2
H 2.08945 0.26666 2.68240 -0.1 0.0 0.1
H 3.67885 0.97367 2.79078 0.0 -0.4 0.1
H 3.16920 -0.25873 3.98955 0.0 0.1 -0.2
H 6.13356 -1.98362 1.45323 0.0 -0.2 0.2
H 5.69821 -2.12847 3.18403 0.0 0.1 -0.2
H 6.10508 -0.56422 2.43512 -0.1 0.1 0.2
```
Forces are in eV/Å.

ΔE to the lowest compared entry with this formula, charge and spin = 1.161 eV
Charge = -1
LUMO = 2.1 eV
Electronic energy = -6171.2785 Ha
Kohn-Sham gap = 7.5 eV

---

Highest occupied orbital energy readings, ordered: -0.2674, -0.1984 Eh